No. 1
Formula: C6H15NO
Source: the OMol25 dataset
Level of theory: wB97M-V/def2-TZVPD

```
23
Properties=species:S:1:pos:R:3:forces:R:3:lowdin_charge:R:1
C 0.486988 -0.245882 -3.687017 6.50 1.10 -0.67 -0.186
C -0.730261 -0.259162 -2.959387 -0.53 6.65 1.44 -0.308
C -0.513119 0.519442 -1.600381 1.51 0.44 -0.04 -0.191
C 0.330502 -0.443727 -0.682020 -4.18 -0.68 -0.13 -0.168
C -0.350234 -0.270956 0.720225 1.44 -1.35 0.22 -0.239
N 0.646936 0.208016 1.642333 0.19 0.12 0.93 -0.060
C 0.147778 0.713024 2.912076 -0.73 1.85 -2.48 -0.357
O -0.044242 -0.296431 3.772651 0.50 -0.46 2.98 -0.001
H 0.763465 0.762374 -4.139411 -1.09 -1.44 -0.67 0.099
H 0.586829 -1.173747 -4.273712 0.41 0.94 -0.54 0.083
H 1.486050 -0.144676 -3.035128 -1.97 -1.25 -0.58 0.110
H -1.344826 0.462000 -3.528891 -0.93 -1.24 0.07 0.117
H -1.018112 -1.222894 -2.862433 -1.87 -2.67 0.79 0.071
H -1.481545 0.838182 -1.165121 0.50 -0.80 -0.01 0.091
H 0.064459 1.553164 -1.573127 -0.99 -1.90 -1.15 0.147
H 0.224758 -1.468203 -1.165107 -0.44 0.82 1.12 0.121
H 1.378103 -0.433881 -0.620825 1.45 1.20 0.12 0.079
H -0.687007 -1.239929 1.055945 -0.23 -0.61 0.19 0.101
H -1.217273 0.366054 0.816394 -0.45 0.42 -0.84 0.095
H 1.280664 0.798433 1.156210 0.50 0.72 0.03 0.093
H -0.811974 1.290377 2.793473 0.19 -0.44 -0.38 0.123
H 0.788103 1.481243 3.310138 0.84 -0.16 0.38 0.116
H -0.416230 -1.029596 3.333080 -0.63 -1.25 -0.78 0.064
```
Forces are in eV/Å.

## Properties
total energy: -10000.024 eV
orbital gap: 9.916 eV
max |F|: 6.8 eV/Å
energy relative to the best compared isomer or geometry (same formula, charge and spin): 3.733 eV
structure (SMILES): CCCCCNCO
charge: 0



No. 2
Formula: C6H15NO
Source: the OMol25 dataset
Level of theory: wB97M-V/def2-TZVPD

```
23
Properties=species:S:1:pos:R:3:forces:R:3:lowdin_charge:R:1
C -1.092851 -2.407304 -1.936306 0.91 -0.47 0.20 -0.103
C -0.356377 -1.428224 -1.054921 -0.53 -1.04 0.04 -0.172
C -0.466423 -1.428140 0.274449 0.58 0.12 -0.13 -0.126
C -0.224964 -0.310291 1.233706 2.20 -0.47 1.38 -0.175
C 1.034015 0.640711 1.078358 -1.98 1.52 0.71 -0.370
C 0.471195 2.047951 0.686319 0.43 0.48 -0.61 -0.084
N 1.699332 0.939838 2.377668 -0.19 -0.68 -0.01 -0.002
H -1.713183 -3.144933 -1.427351 0.08 0.16 0.27 0.072
H -1.724874 -1.842687 -2.609194 -0.17 0.17 -0.20 0.069
H -0.362265 -2.945483 -2.538555 -0.08 -0.17 -0.32 0.067
H 0.255196 -0.788655 -1.675547 -0.28 0.87 0.46 0.087
H -0.695274 -2.360413 0.789259 -1.03 0.09 -0.39 0.105
H -1.143379 0.236785 1.409527 -0.17 0.40 -0.39 0.104
H -0.029002 -0.727968 2.237483 -0.23 -0.43 -0.34 0.097
H 1.731972 0.249759 0.350450 0.19 -0.01 -0.06 0.126
H 0.712434 2.832704 1.409798 0.53 -0.34 -0.03 0.071
H 0.850773 2.385675 -0.278430 0.19 0.13 -0.04 0.055
H -0.603640 2.142122 0.623498 -0.42 -0.62 -0.18 0.056
H 0.929084 0.933599 3.037772 0.04 0.45 0.29 0.063
H 2.302532 0.215274 2.753108 0.09 -0.34 -0.53 0.065
O -0.939579 1.256134 -2.226461 -0.98 1.12 -0.09 -0.060
H -1.353256 2.130555 -2.061960 0.10 -0.82 -0.26 0.060
H -0.051357 1.423465 -1.933498 0.73 -0.12 0.21 -0.003
```
Forces are in eV/Å.

## Properties
total energy: -10001.081 eV
orbital gap: 9.385 eV
max |F|: 2.6 eV/Å
energy relative to the best compared isomer or geometry (same formula, charge and spin): 2.676 eV
structure (SMILES): C/C=C/C[C@@H](C)N.O
charge: 0



| no. | LUMO energy (eV) |
| --- | --- |
| 1 | 1.03 |
| 2 | 0.86 |